11
Properties=species:S:1:pos:R:3:lowdin_charge:R:1 method="wB97M-V/def2-TZVPD" multiplicity=3 s2=2.006 lumo_energy_ev="0.805 / -1.420" homo_ha="-0.2924 / -0.3761" homo_lumo_gap_ev="8.7608 / 8.8133" e_above_lowest_kcal_mol=60.4
C -2.303 -0.342 0.475 -0.141
C 1.371 -0.528 -0.537 -0.178
C 1.313 0.882 0.015 -0.238
C 1.402 -0.253 0.943 0.078
O -2.186 0.562 -0.307 -0.007
H -2.403 -0.325 1.531 0.066
H 0.489 -1.104 -0.797 0.078
H 2.259 -0.790 -1.016 0.065
H 2.117 1.489 -0.393 0.078
H 0.503 1.710 0.084 0.118
H -2.563 -1.301 0.002 0.079

***

117
Properties=species:S:1:pos:R:3:lowdin_charge:R:1 method="wB97M-V/def2-TZVPD" multiplicity=2 s2=0.756 lumo_energy_ev="1.605 / 1.605" homo_ha="-0.1157 / -0.1939" homo_lumo_gap_ev="4.7537 / 6.8820" total_charge=-1
O 1.910 -2.169 -1.661 -0.407
V 1.237 -0.798 -1.742 0.583
O 2.325 0.391 -1.906 -0.482
N -0.794 -0.413 -1.339 -0.310
S -1.914 -1.316 -0.448 0.596
O -3.264 -1.339 -0.976 -0.255
O -1.704 -1.376 1.044 -0.302
F -1.310 -2.716 -0.858 -0.170
S -1.547 0.881 -1.044 0.484
O -1.631 1.423 0.327 -0.274
O -2.498 1.212 -2.067 -0.261
F -0.348 1.834 -1.663 -0.219
O -3.799 4.705 4.277 -0.328
S -3.049 3.554 4.795 0.737
O -1.965 3.710 5.780 -0.316
O -4.241 2.641 5.615 -0.270
C -5.406 2.424 4.870 -0.348
C -6.506 2.254 5.886 -0.066
C -2.571 2.273 3.427 -0.054
H -5.247 1.524 4.277 0.102
H -5.568 3.045 3.989 0.115
H -6.166 1.722 6.775 0.084
H -7.420 1.868 5.434 0.076
H -6.948 3.193 6.219 0.074
H -2.223 1.378 3.941 0.072
H -1.854 2.629 2.687 0.037
H -3.387 2.171 2.711 0.065
O 0.900 -4.588 -3.903 -0.281
S 1.552 -5.658 -3.116 0.660
O 1.970 -6.903 -3.783 -0.318
O 2.881 -5.053 -2.449 -0.245
C 4.026 -5.120 -3.279 -0.315
C 5.189 -4.388 -2.756 -0.082
C 0.694 -6.025 -1.644 -0.125
H 3.852 -4.543 -4.187 0.125
H 4.340 -6.140 -3.499 0.119
H 5.825 -4.144 -3.607 0.086
H 5.677 -4.996 -1.993 0.074
H 4.999 -3.461 -2.216 0.090
H 0.074 -5.226 -1.237 0.053
H 1.359 -6.265 -0.814 0.083
H 0.003 -6.846 -1.836 0.076
O 1.141 2.711 -3.859 -0.306
S 2.253 3.657 -3.700 0.758
O 3.575 3.569 -4.411 -0.339
O 1.607 5.210 -3.850 -0.299
C 2.493 6.335 -4.027 -0.257
C 1.473 7.509 -4.423 -0.067
C 2.612 3.826 -1.812 -0.079
H 3.231 6.279 -4.827 0.108
H 2.910 6.730 -3.100 0.105
H 1.964 8.483 -4.416 0.061
H 0.759 7.484 -3.600 0.070
H 1.083 7.347 -5.428 0.068
H 3.213 2.951 -1.562 0.050
H 1.612 3.822 -1.378 0.030
H 3.239 4.677 -1.547 0.054
O 1.136 5.700 0.286 -0.312
S -0.028 5.078 0.955 0.686
O -0.993 4.263 0.226 -0.286
O 0.503 3.978 2.128 -0.288
C 1.295 2.836 1.688 -0.225
C 2.829 3.112 1.976 -0.046
C -0.788 6.250 2.031 -0.122
H 1.093 2.518 0.665 0.097
H 1.030 1.896 2.172 0.099
H 3.226 3.992 1.470 0.067
H 3.377 2.209 1.711 0.046
H 2.895 3.301 3.048 0.072
H -1.734 5.879 2.426 0.063
H -1.056 7.099 1.402 0.074
H -0.130 6.583 2.834 0.082
O 1.515 -0.596 0.555 -0.347
S 2.179 -1.268 1.704 0.707
O 2.841 -2.503 1.493 -0.256
O 3.246 -0.169 2.359 -0.300
C 4.625 -0.552 2.669 -0.218
C 5.227 0.756 3.240 -0.061
C 0.880 -1.419 3.043 -0.076
H 5.048 -0.949 1.746 0.118
H 4.601 -1.430 3.315 0.111
H 6.285 0.621 3.465 0.073
H 4.627 1.059 4.098 0.081
H 5.276 1.571 2.519 0.065
H -0.026 -1.996 2.859 0.044
H 0.631 -0.390 3.304 0.051
H 1.288 -1.901 3.931 0.063
O 0.952 -0.707 -3.830 -0.324
S 0.257 -0.645 -5.074 0.736
O 0.931 -0.553 -6.362 -0.275
O -0.658 -2.030 -5.281 -0.266
C -1.462 -2.645 -4.219 -0.270
C -2.139 -3.848 -4.856 -0.072
C -1.256 0.557 -4.939 -0.047
H -2.251 -2.066 -3.738 0.104
H -0.893 -3.015 -3.366 0.079
H -3.121 -3.517 -5.194 0.068
H -2.302 -4.655 -4.142 0.076
H -1.579 -4.211 -5.718 0.083
H -1.936 0.197 -4.166 0.032
H -1.753 0.728 -5.893 0.065
H -0.883 1.500 -4.541 0.038
O -1.559 -5.200 0.769 -0.271
S -1.443 -5.146 2.181 0.649
O -0.100 -5.121 2.781 -0.285
O -2.284 -3.879 2.837 -0.279
C -3.562 -3.679 2.407 -0.280
C -4.066 -2.329 3.147 -0.023
C -2.423 -6.548 2.820 -0.114
H -4.010 -4.643 2.649 0.093
H -3.633 -3.529 1.329 0.110
H -3.710 -1.390 2.724 0.056
H -3.828 -2.382 4.209 0.067
H -5.151 -2.224 3.137 0.062
H -2.439 -6.434 3.904 0.070
H -1.793 -7.414 2.617 0.068
H -3.424 -6.637 2.397 0.065

***

32
Properties=species:S:1:pos:R:3:lowdin_charge:R:1 method="wB97M-V/def2-TZVPD" lumo_energy_ev=0.663 smiles=COC[C@H](C)N.O.O.O.O.O homo_ha=-0.3680 homo_lumo_gap_ev=10.6781 e_above_lowest_kcal_mol=40.7
O -3.016 0.890 -0.688 -0.066
H -2.403 0.446 -0.121 0.001
H -2.604 1.544 -1.278 -0.009
O -2.367 2.057 -3.184 -0.096
H -3.337 2.027 -3.067 0.062
H -2.081 3.021 -3.249 0.067
O -0.066 1.508 -1.421 -0.111
H 0.021 0.568 -1.096 0.032
H -0.398 1.366 -2.354 0.063
O -0.056 3.642 -3.494 -0.042
H 0.827 3.521 -3.798 0.036
H -0.002 4.246 -2.741 0.034
O 0.144 3.922 -0.436 -0.085
H 0.001 3.019 -0.614 -0.072
H -0.687 4.211 0.075 0.088
C -0.780 -2.566 0.750 -0.054
C 0.396 -1.595 0.848 -0.401
C 1.551 -1.978 1.726 -0.217
O 1.114 -2.021 3.092 -0.189
C 2.117 -2.498 3.978 -0.110
N 0.864 -1.249 -0.540 0.040
H -0.579 -3.598 0.386 0.094
H -1.595 -2.222 0.128 0.072
H -1.230 -2.695 1.675 0.049
H -0.019 -0.710 1.367 0.144
H 2.229 -1.120 1.642 0.126
H 2.130 -2.842 1.442 0.123
H 1.837 -3.529 4.304 0.095
H 2.232 -1.713 4.765 0.102
H 3.071 -2.702 3.495 0.072
H 0.918 -2.108 -1.094 0.091
H 1.769 -0.842 -0.497 0.060

***

14
Properties=species:S:1:pos:R:3:lowdin_charge:R:1 method="wB97M-V/def2-TZVPD" lumo_energy_ev=0.890 homo_ha=-0.3042 homo_lumo_gap_ev=9.1675 e_above_lowest_kcal_mol=107.5
O 1.638 -1.272 -0.610 -0.023
C 0.371 -1.123 -0.018 -0.411
C 0.241 -0.098 1.142 -0.114
C -0.861 0.682 0.430 -0.225
C -0.345 0.948 -0.973 -0.196
C -0.698 -0.517 -1.000 0.039
H 1.888 -0.434 -1.022 0.082
H 0.086 -2.129 0.296 0.135
H 1.147 0.490 1.329 0.117
H -0.080 -0.558 2.081 0.111
H -1.527 1.413 0.889 0.139
H 0.703 1.260 -0.984 0.109
H -0.965 1.592 -1.596 0.103
H -1.629 -0.186 0.141 0.133

***

12
Properties=species:S:1:pos:R:3:lowdin_charge:R:1 method="wB97M-V/def2-TZVPD" lumo_energy_ev=-4.195 homo_ha=-0.5381 homo_lumo_gap_ev=10.4484 e_above_lowest_kcal_mol=75.1 total_charge=+1
C -0.093 0.226 0.399 -0.494
N 0.767 -1.286 -0.519 0.019
N 0.546 1.379 -0.299 0.093
P -1.852 -0.012 -0.170 0.839
H 0.228 -0.028 1.406 0.092
H 0.254 -2.017 0.013 0.028
H 1.669 -1.213 -0.015 0.033
H 1.487 1.587 0.105 0.174
H 0.711 1.009 -1.360 0.233
H 0.188 2.313 -0.228 0.143
H -1.689 -1.395 -0.471 -0.101
H -2.218 -0.563 1.140 -0.060

***

47
Properties=species:S:1:pos:R:3:lowdin_charge:R:1 method="wB97M-V/def2-TZVPD" lumo_energy_ev=2.553 homo_ha=-0.2448 homo_lumo_gap_ev=9.2140 e_above_lowest_kcal_mol=58.0 total_charge=-1
O -1.740 -2.132 2.669 -0.094
H -3.022 -4.283 1.322 0.019
H 0.665 -0.396 -1.485 -0.051
O 0.018 2.585 1.370 -0.065
H -1.686 -1.187 2.439 -0.006
H -0.800 -2.248 2.402 0.001
O 1.989 0.257 1.195 -0.118
H -0.388 1.720 1.159 -0.017
H 1.430 0.652 1.878 0.009
O 1.664 -2.377 -0.282 -0.062
H 1.501 -2.879 -1.089 0.050
H 1.744 -1.431 -0.529 0.011
O 2.079 -1.108 -3.352 -0.068
H 2.147 -0.493 -2.601 0.005
H 0.208 -3.122 0.946 0.037
O 5.407 -1.851 -0.308 -0.061
H 5.633 -2.780 -0.262 0.025
H 4.493 -1.693 -0.050 0.022
O -3.644 2.150 -1.213 -0.055
H -2.983 2.378 -0.550 0.022
H -4.255 1.489 -0.871 0.036
O 0.815 2.851 -1.763 -0.105
H 0.762 2.475 -2.643 -0.003
H 0.682 2.056 -1.180 -0.020
O -2.274 3.821 2.821 -0.064
H -1.393 3.457 3.002 0.027
O 4.018 1.455 -2.712 -0.063
H 4.370 0.568 -2.885 0.031
H 4.352 1.626 -1.823 0.040
O 0.599 0.411 -0.971 -0.362
H 1.349 0.489 0.461 -0.039
H 1.721 -0.537 -4.043 0.040
O 0.330 -3.553 1.821 -0.076
H -3.515 2.009 2.815 0.019
H 0.509 -4.477 1.629 0.045
O -0.864 0.786 -3.637 -0.051
H -0.933 -0.010 -3.114 0.024
H -0.678 1.599 -3.173 0.001
O -3.824 -4.708 0.986 -0.073
H -1.988 0.892 0.646 0.026
H -4.410 -3.951 0.867 0.033
O -1.252 0.241 0.769 -0.143
H -0.745 0.130 -0.147 0.049
H -2.425 4.333 3.625 0.040
O -3.564 1.126 2.401 -0.066
H 0.642 2.932 0.733 0.033
H -2.746 0.728 2.724 0.019

***

Strongest force on any atom: 0.06955 0.20511 0.08152 0.00581 0.09113 0.04045 (Eh/bohr)